Formula: C42H119N7O14
Source: OMol25
Level of theory: ωB97M-V/def2-TZVPD

Geometry as XYZ:
```
182
Properties=species:S:1:pos:R:3:forces:R:3
O 3.01306 -8.35643 -5.16714 0.19 -0.48 -1.35
O -3.18572 -14.77584 -20.14316 0.77 1.36 -0.14
O 3.96067 -17.19180 -5.29832 0.52 -0.24 0.77
O -1.48858 -14.61001 -4.56189 -1.54 0.56 -1.33
O -2.76677 -5.55387 -13.02020 0.01 0.56 -0.44
O 3.12118 -10.61194 -10.95769 0.43 0.58 0.00
O -2.90005 -10.63716 -13.75723 0.50 -0.23 0.04
O 3.88610 -1.85833 -8.65442 1.31 -0.02 0.64
O 4.83115 -20.41708 -9.03359 -1.85 0.05 0.15
O 10.55841 -11.36430 -12.37734 0.21 -0.75 1.69
O -2.80020 -19.04457 -12.80494 1.47 0.19 1.47
O 3.99100 -16.06751 -15.42642 -0.47 -0.04 0.66
O 2.49633 -8.67472 -19.47282 0.90 -0.18 -0.07
O 11.82290 -10.56521 -5.59769 0.71 -0.97 0.64
N 8.18771 -9.66785 -12.47335 0.46 -0.06 1.21
N 5.14455 0.54123 -9.59072 -0.57 -0.89 -1.14
N 15.43586 -10.61574 -4.62990 0.25 -0.74 0.13
N 0.14482 -9.01478 -4.25333 0.07 0.00 0.68
N 0.34057 -17.35545 -11.47338 0.09 0.72 -0.28
N -0.82697 -12.62104 -18.27150 -0.60 0.24 -0.16
N 2.18029 -13.25373 -8.66144 -1.09 -1.63 -0.36
C 10.38749 -10.31146 -13.33185 0.39 -0.97 1.08
C 13.14174 -11.17675 -5.37752 -0.83 1.48 0.13
C 11.90977 -11.51052 -11.84362 -0.94 0.38 -1.31
C 6.16652 -20.71087 -9.28505 0.36 0.88 -0.83
C 1.09242 -6.86191 -20.07707 0.16 0.85 -0.18
C 4.96546 -15.03420 -15.34817 0.00 -0.66 -1.43
C -1.64467 -4.27100 -14.80496 0.52 -0.66 0.76
C 4.43517 -13.04655 -9.67121 -0.02 0.58 -0.60
C 2.49010 -9.77153 -11.90378 -0.53 -0.33 -0.52
C -2.47066 -4.21967 -13.51293 -0.06 -0.80 -0.33
C -4.42518 -15.36476 -19.98632 -0.13 -0.98 0.10
C 10.84751 -11.49380 -6.07974 0.46 0.45 -0.11
C -1.37055 -18.20883 -10.05039 -0.41 -0.59 -0.20
C -1.44787 -13.34233 -19.37558 0.14 0.14 -0.36
C 5.30936 -14.60204 -16.79478 0.25 0.79 1.51
C 14.08601 -8.77374 -5.39856 -0.38 0.84 -0.70
C -0.56937 -8.67811 -6.47574 0.61 1.28 -0.66
C 5.96741 -0.66530 -9.46123 -0.37 0.69 2.36
C -4.59508 -12.12931 -13.02260 -0.28 0.39 0.10
C 5.26795 -1.53944 -8.32944 -0.06 0.53 -1.32
C 6.79488 -19.42198 -9.88610 0.54 -0.45 0.61
C 2.33643 -11.71318 -10.49206 0.64 0.72 -0.99
C 1.80167 -7.97142 -5.85457 0.37 0.21 0.31
C -3.81353 -18.72683 -13.73657 0.99 0.52 0.09
C 4.91561 -17.29706 -4.22823 0.67 1.92 -0.01
C 3.76332 -2.89876 -9.58228 -0.59 -0.15 -1.16
C -2.71189 -14.08790 -18.96583 0.32 -1.76 -1.22
C 4.17378 -7.71678 -5.70080 0.24 1.11 0.78
C 2.17018 -7.33337 -19.17484 -0.16 -0.52 0.89
C 5.11286 -15.91943 -3.53109 -0.29 -0.34 0.43
C 0.66316 -8.94481 -5.61261 -0.43 -1.23 0.24
C -1.04505 -16.37605 -2.98437 -0.17 -0.91 -0.36
C 14.07143 -10.09359 -4.70572 -0.25 -1.19 -0.06
C -1.70383 -18.08270 -12.61792 -1.33 0.17 -0.23
C -3.24902 -11.53464 -12.70582 -0.01 -0.53 -0.30
C -0.35736 -14.16117 -20.05641 0.20 -0.28 -0.58
C 8.89933 -10.20644 -13.65116 -0.98 1.76 0.53
C -1.06239 -14.90568 -3.28603 1.70 -0.20 0.72
C 3.07569 -12.38195 -9.35252 1.16 0.85 1.31
C 8.56809 -9.15466 -14.75272 0.26 -1.03 -0.41
C -0.74183 -18.31902 -11.44452 -0.62 -1.04 0.22
C 7.35534 -0.16250 -9.01620 -0.22 -2.09 -0.74
H 1.57824 -9.29205 -11.54780 -0.28 -0.24 0.45
H 4.72389 -13.73375 -8.87591 -0.18 -0.06 0.02
H -3.51359 -13.44920 -18.59509 0.14 0.31 0.21
H 4.24770 0.08025 -9.64776 -0.95 0.79 -0.28
H 10.74510 -9.41628 -12.82306 0.04 0.52 -0.53
H -1.92095 -3.77958 -12.68092 0.19 0.72 -0.39
H -5.17663 -11.23239 -13.23577 -0.93 -0.41 0.43
H -3.28953 -5.31463 -12.25138 -0.16 -0.70 0.28
H 4.56826 -14.23296 -14.72499 -0.19 0.00 -0.26
H 6.45590 -19.04561 -10.85126 -0.39 -0.83 -0.20
H -3.37441 -18.80597 -14.73106 -0.44 -0.39 -0.39
H -4.68678 -12.76254 -13.90505 0.69 0.11 -0.19
H 2.68997 -13.84928 -8.02453 0.29 0.32 0.59
H -1.63442 -14.36777 -2.53003 -0.26 0.16 -0.26
H 1.60350 -6.94824 -5.53531 -0.55 0.15 0.07
H -4.16626 -17.69775 -13.66827 -0.06 0.26 0.37
H 5.86045 -15.40979 -14.85217 0.20 0.03 0.08
H 5.37043 -15.04215 -4.12450 -0.27 -0.40 -0.72
H -1.06630 -18.06749 -13.50190 -0.14 0.08 -0.41
H -0.66455 -18.34388 -9.23098 0.41 0.23 -0.22
H 11.03527 -10.64609 -14.14210 -0.23 0.78 -0.76
H 4.65267 -18.03227 -3.46768 -0.30 -0.10 -0.09
H 1.05765 -17.71543 -10.85994 0.19 0.19 0.09
H 4.09427 -17.99153 -5.81231 -0.26 -0.04 -0.28
H -0.02754 -14.57423 -3.20039 0.20 0.29 0.35
H -4.65246 -19.39128 -13.52970 0.20 -0.09 -0.34
H 0.75520 -17.28729 -12.39182 0.10 -0.01 -0.20
H 15.38411 -11.48737 -4.12227 -0.04 -0.72 -0.25
H -1.50150 -9.20382 -6.26872 0.43 -0.38 0.46
H 5.11327 1.04452 -8.71560 0.25 0.06 0.26
H 1.93041 -7.94766 -6.93668 0.40 -0.04 -0.19
H 0.46955 -13.52325 -20.36847 -0.13 0.37 0.12
H -4.74960 -15.77923 -20.94082 0.02 0.26 -0.12
H 14.28772 -8.85391 -6.46673 -0.21 -0.35 -0.13
H 5.79778 -2.47142 -8.13249 0.15 0.01 0.28
H -1.50570 -3.29864 -15.27752 -0.11 -0.02 0.16
H -2.46746 -14.87266 -18.24993 -0.05 0.03 0.59
H 2.22916 -10.32444 -12.80617 -0.17 -0.29 -0.12
H 4.17872 -6.66861 -5.40179 -0.20 0.35 0.23
H 13.71638 -9.99285 -3.68010 -0.55 0.30 0.04
H 1.93689 -13.95841 -9.34282 -0.80 -0.36 -0.34
H 5.90000 -17.55227 -4.62061 0.02 -0.33 -0.23
H -2.18044 -17.11251 -12.47773 0.10 0.35 -0.15
H 2.70841 -3.16627 -9.64310 -0.04 0.22 -0.03
H 12.48873 -11.99120 -12.63220 0.44 0.16 -0.01
H 0.12008 -14.90570 -19.41937 -0.31 -0.12 0.39
H -1.83424 -17.22699 -9.95503 0.02 0.01 0.06
H 5.93733 -1.24389 -10.38450 0.42 0.31 -0.17
H 1.89623 -7.25873 -18.12247 -0.29 0.03 0.24
H 8.51216 -11.20465 -13.85556 0.18 -0.09 -0.65
H -4.29253 -16.22528 -19.33057 -0.45 -0.18 0.44
H -0.79020 -14.58406 -5.22006 0.19 -0.13 0.36
H 4.30502 -21.14752 -9.36712 -0.22 0.16 0.16
H -0.39757 -9.86664 -4.26865 -0.61 0.00 0.23
H 4.24124 -15.65225 -2.93361 -0.14 -0.01 -0.08
H -0.65820 -14.68211 -20.96537 -0.40 0.02 0.15
H -3.43005 -3.71999 -13.64709 0.07 0.33 -0.16
H -0.63032 -16.93823 -3.82105 0.30 0.16 -0.17
H -2.11611 -18.97737 -9.84650 -0.24 0.03 -0.37
H -0.40057 -16.59000 -2.13174 -0.31 -0.04 0.24
H -1.95478 -5.00542 -15.54831 -0.79 0.21 0.08
H -2.57163 -12.37808 -12.57219 0.78 0.31 -0.34
H 4.34034 -16.77414 -15.97435 0.07 0.00 -0.03
H 5.10753 -8.09595 -5.28554 -0.40 -0.61 0.30
H -0.77632 -7.62165 -6.30495 -0.36 0.18 -0.24
H 8.47158 -10.12948 -11.62105 0.57 -0.17 0.12
H 7.49817 -9.10936 -14.95599 -0.10 -0.65 -0.15
H 8.74265 -8.10120 -14.53399 0.80 -0.26 0.58
H -2.84595 -9.74785 -13.39973 0.08 -0.02 -0.03
H 6.02478 -13.79063 -16.66105 0.23 0.11 -0.49
H 1.33333 -11.33735 -10.29043 -0.08 -0.21 0.74
H 7.92158 -1.05817 -8.76073 0.46 0.04 0.10
H -0.35057 -8.81329 -7.53496 0.04 0.01 -0.09
H -5.18926 -14.69111 -19.59841 -0.09 0.13 0.09
H 5.23702 -12.31089 -9.73386 -0.07 0.18 -0.05
H -1.84293 -12.60628 -20.07576 0.37 0.24 -0.28
H 4.35820 -7.63856 -6.77224 -0.83 -0.80 -0.42
H -1.60616 -12.24338 -17.75157 0.23 0.37 0.61
H 6.19041 -21.57558 -9.94823 0.57 0.05 -0.23
H 10.01925 -10.91778 -6.49239 0.27 0.08 -0.32
H 4.28101 -3.84904 -9.45166 0.48 0.06 1.03
H -0.67276 -4.68011 -14.52906 0.32 0.34 0.06
H 9.11616 -9.45138 -15.64697 -0.21 0.28 -0.36
H 7.32755 0.45531 -8.11863 -0.18 0.26 -0.31
H 13.07711 -12.04277 -4.71879 -0.22 -0.06 0.28
H 4.10003 -2.58660 -10.57085 -0.15 0.23 -0.29
H -4.89235 -12.77044 -12.19273 -0.57 0.41 0.18
H 1.52625 -6.86133 -21.07701 -0.43 0.08 -0.19
H 15.95781 -10.09208 -3.94183 0.16 0.75 -0.18
H 10.36954 -12.14336 -5.34643 0.44 -0.04 0.61
H -3.25903 -11.00067 -11.75563 -0.23 -0.03 0.09
H 12.32311 -10.53529 -11.58637 0.10 0.11 -0.09
H 0.18674 -7.46728 -20.03989 0.03 0.06 0.04
H 5.22598 -0.84617 -7.48937 -0.02 -0.49 0.39
H -0.30360 -19.29235 -11.66516 -0.29 -0.62 0.50
H 1.72492 -9.21550 -19.28824 -0.07 -0.04 0.03
H 2.22336 -12.43262 -11.30305 -0.04 -0.30 -0.33
H 13.12506 -8.27646 -5.26667 0.05 0.08 -0.11
H -2.04232 -16.80429 -2.88354 -0.07 0.12 0.43
H 3.02696 -6.66449 -19.25619 0.38 -0.47 -0.35
H 11.99156 -12.14602 -10.96183 -0.79 -0.01 -0.06
H 14.87752 -8.10037 -5.06965 0.00 -0.13 0.55
H 4.43952 -14.19814 -17.31280 0.01 -0.23 0.00
H 6.57763 -18.57431 -9.23621 0.16 -0.17 0.41
H 3.07978 -8.93338 -12.27510 0.78 -0.28 0.58
H 0.86133 -9.26051 -3.58525 0.54 0.32 0.07
H 7.87520 -19.54882 -9.95626 0.11 0.14 0.06
H 6.58948 -21.00628 -8.32488 0.71 0.18 -0.11
H 7.19001 -9.81949 -12.43207 -0.22 -0.01 -0.87
H 7.83167 0.27985 -9.89115 0.08 0.43 0.40
H -0.32121 -13.25815 -17.67283 -0.02 -0.13 0.18
H 3.30038 -11.65536 -8.57170 0.15 0.71 -0.34
H 4.45108 -13.57130 -10.62646 -0.21 -0.24 -0.03
H 5.94748 -15.95909 -2.83113 0.03 -0.45 0.17
H 1.03293 -9.94126 -5.85435 0.47 -0.11 -0.44
H 11.33103 -12.12992 -6.82113 -0.29 -0.07 -0.35
H 0.90505 -5.83869 -19.75150 -0.53 0.17 -0.40
H 5.78456 -15.41119 -17.34936 -0.12 0.01 -0.02
H 13.49114 -11.55864 -6.33678 0.41 0.29 -0.18
```
Forces are in eV/Å.

Summary:
largest force on an atom = 2.48 eV Å⁻¹
E_HOMO = -9.13 eV

Atomic partial charges in e from the Mulliken method, atoms 1 to 2: atom 1 (O): -0.32, atom 2 (O): -0.29